An isolated molecule of C4H4P2. Source: the Open Molecules 2025 dataset; level of theory: ωB97M-V/def2-TZVPD.

Geometry (Å):
1 C -1.058 0.714 -0.579
2 C 0.115 0.112 -0.862
3 C -1.200 0.173 0.801
4 C -0.179 -0.675 0.673
5 P 3.349 -0.770 0.084
6 P 1.966 0.614 0.068
7 H -1.687 1.320 -1.196
8 H 0.360 -0.446 -1.778
9 H -2.038 0.396 1.586
10 H 0.371 -1.437 1.203

* orbital gap (spin up / spin down): 0.2499 / 0.2342 Eh

Charges obtained by natural (NBO) population analysis, quoted in units of e:
1. C -0.16
2. C -0.40
3. C -0.26
4. C -0.16
5. P -0.09
6. P 0.15
7. H 0.21
8. H 0.24
9. H 0.23
10. H 0.23


A 2-piece molecular cluster, C3H7NS2 overall. Source: the Open Molecules 2025 dataset; level of theory: ωB97M-V/def2-TZVPD.

Geometry (Å):
1 C -0.251 -0.900 1.707
2 C 0.233 0.768 -2.402
3 C 0.684 0.876 -0.996
4 N -0.799 -0.991 2.924
5 S 1.084 -1.632 1.216
6 S -1.308 -0.207 0.555
7 H -0.353 1.630 -2.614
8 H 1.134 0.813 -3.065
9 H -0.133 -0.211 -2.789
10 H 0.661 1.918 -0.619
11 H 1.127 -0.084 -0.674
12 H -0.406 -1.613 3.686
13 H -1.673 -0.367 3.071

* orbital gap (spin up / spin down): 0.2337 / 0.2420 Eh

Charges obtained by natural (NBO) population analysis, quoted in units of e:
1. C -0.15
2. C -0.73
3. C -0.10
4. N -0.80
5. S -0.18
6. S -0.09
7. H 0.22
8. H 0.26
9. H 0.26
10. H 0.22
11. H 0.26
12. H 0.42
13. H 0.41


An isolated molecule of C4H8N4O. Source: the Open Molecules 2025 dataset; level of theory: ωB97M-V/def2-TZVPD.

Geometry (Å):
1 C 3.315 -0.409 0.075
2 C 1.873 -0.237 0.054
3 C 0.075 1.481 -0.142
4 C -2.613 -0.780 0.056
5 H 3.607 -1.075 -0.748
6 H 3.608 -0.931 1.004
7 H 3.960 0.481 -0.003
8 H 1.637 -2.153 -0.232
9 H 2.031 1.688 0.304
10 H 0.133 2.549 -0.292
11 H -0.448 -0.891 -0.055
12 H -2.607 -1.880 0.092
13 N 1.139 -1.254 -0.178
14 N 1.331 0.993 0.243
15 N -1.058 0.976 -0.233
16 N -1.315 -0.347 -0.102
17 O -3.563 -0.087 0.195

* SMILES: [H]/N=C(\C)N/C=N\NC=O
* orbital gap: 0.3238 Eh

Charges obtained by natural (NBO) population analysis, quoted in units of e:
1. C -0.69
2. C 0.47
3. C 0.19
4. C 0.53
5. H 0.24
6. H 0.25
7. H 0.22
8. H 0.36
9. H 0.40
10. H 0.18
11. H 0.41
12. H 0.10
13. N -0.74
14. N -0.61
15. N -0.23
16. N -0.50
17. O -0.57


C44H45N6PReSSe as an isolated structure. Source: the Open Molecules 2025 dataset; level of theory: ωB97M-V/def2-TZVPD.

Geometry (Å):
1 Re 0.351 -0.156 0.065
2 N 3.504 0.270 3.025
3 C 2.752 0.154 1.926
4 S 1.091 -0.453 2.193
5 N 3.299 0.451 0.775
6 N 2.391 0.291 -0.252
7 C 2.807 0.413 -1.460
8 C 1.807 0.244 -2.512
9 C 2.158 0.288 -3.851
10 C 1.177 0.091 -4.807
11 C -0.119 -0.157 -4.388
12 C -0.396 -0.200 -3.035
13 N 0.532 0.017 -2.095
14 H 3.130 0.089 3.941
15 H 4.447 0.616 2.942
16 H 3.849 0.623 -1.675
17 H 3.185 0.472 -4.129
18 H 1.424 0.119 -5.859
19 H -0.915 -0.330 -5.097
20 H -1.387 -0.430 -2.677
21 C -5.548 -1.704 -1.746
22 C -4.620 -0.773 -2.198
23 C -3.544 -0.434 -1.397
24 C -3.369 -1.018 -0.141
25 C -4.328 -1.915 0.321
26 C -5.406 -2.260 -0.485
27 P -1.974 -0.405 0.857
28 C -2.066 -1.262 2.460
29 C -2.035 -2.655 2.533
30 C -2.051 -3.297 3.760
31 C -2.071 -2.557 4.935
32 C -2.088 -1.173 4.875
33 C -2.089 -0.528 3.645
34 C -2.425 1.303 1.177
35 C -3.630 1.714 1.692
36 C -3.898 3.085 1.853
37 C -2.964 4.011 1.475
38 C -1.729 3.609 0.915
39 C -0.760 4.557 0.497
40 C 0.414 4.156 -0.070
41 C 0.678 2.783 -0.246
42 C -0.212 1.794 0.166
43 C -1.456 2.235 0.757
44 H -6.393 -1.969 -2.366
45 H -4.748 -0.301 -3.162
46 H -2.869 0.349 -1.723
47 H -4.251 -2.349 1.307
48 H -6.146 -2.957 -0.118
49 H -2.046 -3.241 1.626
50 H -2.060 -4.379 3.802
51 H -2.084 -3.060 5.891
52 H -2.109 -0.589 5.785
53 H -2.101 0.552 3.616
54 H -4.378 0.986 1.981
55 H -4.844 3.402 2.269
56 H -3.165 5.068 1.592
57 H -0.972 5.611 0.624
58 H 1.142 4.888 -0.391
59 H 1.614 2.520 -0.710
60 C -0.754 -6.869 -2.381
61 C -1.918 -6.082 -2.973
62 C -1.868 -4.572 -2.743
63 C -2.261 -4.090 -1.355
64 N -1.363 -4.519 -0.268
65 C -0.199 -3.949 0.068
66 Se 0.625 -2.562 -0.917
67 N 0.314 -4.561 1.139
68 C 1.555 -4.195 1.842
69 C 2.835 -4.689 1.184
70 C 2.992 -6.206 1.077
71 C 2.211 -6.860 -0.058
72 C -0.576 -5.550 1.548
73 C -0.517 -6.466 2.596
74 C -1.586 -7.327 2.718
75 C -2.674 -7.290 1.824
76 C -2.723 -6.393 0.778
77 C -1.645 -5.517 0.663
78 H -0.726 -7.879 -2.786
79 H -0.813 -6.969 -1.298
80 H 0.200 -6.394 -2.619
81 H -2.870 -6.478 -2.606
82 H -1.932 -6.248 -4.052
83 H -2.574 -4.082 -3.419
84 H -0.876 -4.186 -2.999
85 H -3.248 -4.471 -1.087
86 H -2.315 -3.001 -1.308
87 H 1.453 -4.619 2.842
88 H 1.541 -3.109 1.944
89 H 3.643 -4.284 1.800
90 H 2.947 -4.229 0.198
91 H 2.729 -6.670 2.033
92 H 4.052 -6.420 0.932
93 H 1.139 -6.904 0.128
94 H 2.545 -7.884 -0.215
95 H 2.361 -6.321 -0.997
96 H 0.319 -6.511 3.277
97 H -1.589 -8.057 3.514
98 H -3.484 -7.992 1.955
99 H -3.550 -6.386 0.085

* ⟨S²⟩: 0.76
* net charge: +2
* orbital gap (spin up / spin down): 0.2205 / 0.2212 Eh
* 2S+1: 2

Charges obtained by Löwdin population analysis, quoted in units of e:
1. Re 0.90
2. N 0.12
3. C -0.73
4. S 0.71
5. N 0.05
6. N -0.20
7. C -0.05
8. C -0.26
9. C 0.02
10. C 0.00
11. C 0.00
12. C -0.12
13. N -0.13
14. H 0.10
15. H 0.12
16. H 0.15
17. H 0.13
18. H 0.13
19. H 0.12
20. H 0.08
21. C -0.05
22. C -0.05
23. C -0.12
24. C -0.35
25. C -0.08
26. C -0.06
27. P 0.98
28. C -0.38
29. C -0.10
30. C -0.05
31. C -0.05
32. C -0.05
33. C -0.09
34. C -0.33
35. C -0.05
36. C -0.04
37. C 0.01
38. C -0.15
39. C 0.01
40. C -0.04
41. C -0.08
42. C -0.29
43. C -0.19
44. H 0.12
45. H 0.12
46. H 0.10
47. H 0.10
48. H 0.12
49. H 0.08
50. H 0.10
51. H 0.12
52. H 0.12
53. H 0.11
54. H 0.12
55. H 0.12
56. H 0.13
57. H 0.13
58. H 0.12
59. H 0.08
60. C -0.09
61. C -0.23
62. C -0.18
63. C -0.14
64. N 0.00
65. C -0.58
66. Se 0.83
67. N 0.01
68. C -0.13
69. C -0.18
70. C -0.23
71. C -0.09
72. C -0.18
73. C 0.00
74. C -0.04
75. C -0.04
76. C 0.01
77. C -0.18
78. H 0.08
79. H 0.05
80. H 0.08
81. H 0.11
82. H 0.11
83. H 0.12
84. H 0.09
85. H 0.12
86. H 0.09
87. H 0.13
88. H 0.06
89. H 0.12
90. H 0.09
91. H 0.11
92. H 0.11
93. H 0.05
94. H 0.08
95. H 0.08
96. H 0.12
97. H 0.12
98. H 0.12
99. H 0.12


An isolated molecule of C4H9NO2. Source: the Open Molecules 2025 dataset; level of theory: ωB97M-V/def2-TZVPD.

Geometry (Å):
1 C -1.658 0.666 1.749
2 N -0.555 0.287 0.895
3 C 0.019 -0.834 0.979
4 O 0.592 -1.441 -0.063
5 C 0.414 -0.862 -1.371
6 C 1.156 0.462 -1.531
7 O 0.405 1.616 -1.285
8 H -1.615 1.719 2.037
9 H -2.525 0.553 1.091
10 H -1.799 0.051 2.648
11 H 0.135 -1.446 1.878
12 H 0.836 -1.612 -2.047
13 H -0.652 -0.743 -1.604
14 H 2.046 0.388 -0.882
15 H 1.500 0.537 -2.566
16 H 0.017 1.478 -0.400

* SMILES: C/N=C/OCCO
* orbital gap: 0.3923 Eh

Charges obtained by natural (NBO) population analysis, quoted in units of e:
1. C -0.42
2. N -0.57
3. C 0.45
4. O -0.49
5. C -0.11
6. C -0.09
7. O -0.74
8. H 0.20
9. H 0.21
10. H 0.18
11. H 0.15
12. H 0.20
13. H 0.20
14. H 0.16
15. H 0.18
16. H 0.49


Quick rundown of relative energy (zero: lowest compared OMol25 entry of this formula, charge and spin), same order as above: 67.7 69.0 48.5 3.1 49.9 kcal/mol